Entry 1:
{"formula": "C29H43Cl2F5MgN3O4SSi", "method": "ωB97M-V/def2-TZVPD", "species": ["C", "C", "H", "H", "H", "C", "C", "H", "H", "H", "H", "Mg", "Cl", "C", "O", "N", "C", "C", "H", "H", "H", "H", "H", "H", "H", "H", "H", "C", "C", "N", "H", "C", "O", "H", "H", "H", "H", "H", "H", "C", "C", "N", "H", "C", "O", "H", "H", "H", "H", "O", "C", "C", "C", "H", "C", "H", "C", "H", "C", "C", "H", "H", "H", "Si", "Cl", "C", "C", "C", "H", "H", "H", "H", "H", "H", "H", "H", "H", "F", "C", "C", "F", "C", "F", "C", "S", "C", "F", "C", "F"], "coordinates": [[1.8894, -3.3833, -3.6514], [2.9222, -3.7532, -2.6410], [2.2789, -3.5539, -4.6658], [1.5944, -2.3324, -3.5608], [0.9935, -3.9991, -3.4914], [4.1313, -4.2622, -2.9685], [4.7019, -4.2662, -4.3464], [4.7331, -4.7881, -2.2226], [4.7041, -3.2629, -4.7951], [4.1769, -4.9665, -5.0085], [5.7416, -4.6105, -4.2825], [-0.7096, 0.7092, 0.1846], [-1.3788, -1.3792, -0.2395], [-0.7170, -0.0075, 3.0136], [-0.2266, 0.7847, 2.1483], [-0.3432, -0.0172, 4.2869], [0.6559, 0.9256, 4.7808], [-0.7335, -1.1219, 5.1627], [-1.4775, -0.7535, 2.7149], [0.4059, 1.9478, 4.4541], [1.6704, 0.6783, 4.4189], [0.6575, 0.8690, 5.8726], [-1.7650, -1.4016, 4.9460], [-0.6465, -0.7876, 6.2017], [-0.0892, -2.0018, 5.0276], [-3.8599, 3.9471, 3.1154], [-5.8369, 4.4965, 0.6690], [-3.3929, 4.5552, 2.3262], [-4.8394, 4.8080, 0.3213], [-3.7775, 4.0768, 1.0071], [-2.3033, 4.5191, 2.4383], [-3.1868, 3.0059, 0.4516], [-2.2539, 2.3516, 0.9587], [-4.7782, 4.6236, -0.7601], [-3.6149, 2.7526, -0.5460], [-3.7476, 5.5850, 2.4216], [-4.7337, 5.8836, 0.5112], [-1.5296, 4.1317, -4.4656], [0.7923, 1.4487, -3.5025], [-0.5960, 4.3875, -3.9455], [1.0214, 2.5199, -3.4764], [-0.1620, 3.2868, -3.0947], [-0.7804, 5.2848, -3.3430], [-0.8644, 2.9578, -2.0157], [-0.5970, 1.9488, -1.3160], [1.8505, 2.6815, -2.7756], [-1.6945, 3.6490, -1.7884], [0.1862, 4.5911, -4.6757], [1.3122, 2.8579, -4.4703], [1.9331, -2.2678, -0.9461], [2.4438, -3.5789, -1.1975], [4.7909, -3.6426, -0.1784], [3.4529, -4.0289, -0.1390], [5.1656, -3.0577, -1.0238], [5.6669, -4.0446, 0.8540], [1.5878, -4.2768, -1.1171], [2.9809, -4.8394, 0.9021], [6.7062, -3.7210, 0.8260], [5.1916, -4.8361, 1.8958], [3.8576, -5.2576, 1.9050], [1.9301, -5.1363, 0.8673], [5.8635, -5.1490, 2.7038], [3.4737, -5.9088, 2.6920], [2.9682, -0.8541, -0.5205], [3.7459, -0.6131, -2.4248], [4.6777, -0.6374, 0.3528], [2.3030, -1.2646, 1.3186], [1.9539, 0.7604, -0.5868], [4.8642, -1.2717, 1.2307], [4.7095, 0.4030, 0.7065], [5.5253, -0.7554, -0.3427], [2.5567, 1.5719, -1.0136], [1.5885, 1.1131, 0.3964], [1.1166, 0.6130, -1.2959], [2.7907, -2.1750, 1.6782], [1.2263, -1.4683, 1.2879], [2.4837, -0.4650, 2.0448], [-9.1219, 3.1692, -0.3920], [-8.0716, 2.4012, -0.0520], [-7.5931, 2.4175, 1.2612], [-8.1678, 3.2237, 2.1810], [-6.5105, 1.6206, 1.6134], [-5.9846, 1.7260, 2.8527], [-5.8696, 0.7453, 0.6908], [-4.6127, -0.2542, 1.1226], [-6.3614, 0.8085, -0.6488], [-5.7123, 0.1008, -1.5936], [-7.4449, 1.6012, -1.0108], [-7.8882, 1.6124, -2.2845]], "atomic_forces_ev_per_a": [[0.2, 0.4, -0.5], [1.1, -0.4, 0.5], [-0.3, 0.0, 0.2], [0.0, -0.2, 0.0], [0.1, 0.1, -0.1], [-1.2, -0.1, 0.4], [0.3, -0.3, -0.3], [-0.2, 0.6, -0.1], [-0.1, -0.3, 0.0], [0.1, 0.2, -0.1], [-0.1, 0.1, -0.2], [-0.6, 0.1, 0.7], [0.0, 0.0, -0.1], [0.6, 0.7, -1.6], [-0.8, -0.9, 1.5], [0.2, 0.0, 0.1], [0.3, 0.1, -0.3], [0.0, 0.0, -0.1], [0.3, 0.3, 0.1], [0.1, -0.4, 0.1], [-0.4, 0.1, 0.0], [0.0, 0.1, -0.2], [0.1, 0.0, 0.1], [-0.2, -0.1, -0.2], [-0.1, 0.3, 0.0], [0.2, 0.1, -0.2], [0.3, 0.0, -0.1], [0.0, -0.2, 0.2], [-0.3, -0.3, -0.1], [0.2, 0.2, -0.1], [-0.2, 0.0, 0.0], [0.7, -0.9, 0.2], [-0.9, 1.0, -0.6], [-0.1, 0.0, 0.3], [0.2, 0.0, 0.4], [0.2, -0.2, 0.1], [0.1, -0.3, -0.1], [0.3, 0.1, 0.0], [0.1, 0.2, 0.0], [-0.4, 0.2, 0.2], [0.1, -0.3, -0.1], [-0.1, 0.0, 0.3], [0.1, -0.1, -0.2], [0.6, -1.2, 0.5], [-0.6, 2.0, -1.4], [-0.3, -0.1, -0.2], [0.1, -0.3, 0.1], [-0.2, 0.1, 0.1], [0.1, -0.2, 0.1], [1.6, -0.1, -0.8], [-0.1, -0.1, -0.1], [0.5, -0.3, 0.7], [-0.4, 0.0, -0.2], [-0.2, -0.1, 0.5], [-0.6, 0.2, -0.5], [0.0, 0.4, 0.2], [0.7, 0.1, -0.2], [-0.2, -0.1, 0.1], [0.0, -0.2, 0.1], [-0.4, 0.1, -0.1], [0.3, 0.0, 0.2], [-0.2, 0.1, -0.3], [0.2, 0.2, -0.1], [-1.9, -1.3, 4.4], [0.8, 0.2, -2.4], [1.0, 0.1, -0.7], [-0.5, 0.0, 0.0], [-0.2, 0.2, -0.5], [-0.3, 0.1, -0.3], [-0.1, 0.0, -0.1], [0.0, 0.1, 0.3], [-0.2, 0.0, 0.1], [0.2, -0.3, -0.2], [0.5, -0.1, 0.3], [0.0, 0.0, 0.1], [0.0, 0.0, 0.1], [0.1, 0.2, 0.1], [-0.3, 0.2, -0.1], [0.3, -0.2, 0.2], [0.4, -0.4, -0.2], [0.0, 0.0, -0.2], [0.1, 0.0, -0.8], [-0.4, 0.1, -0.1], [-1.1, 0.9, -0.4], [1.2, -0.8, 0.4], [-0.1, 0.3, 0.6], [-0.5, 0.2, 0.1], [0.4, -0.2, 0.4], [0.0, 0.1, 0.2]], "e_tot_ha": -3903.7442, "homo_energy_ev": -3.8421, "relative_energy_ev": 3.389, "charge": -1, "lumo_ev": 1.665, "spin_multiplicity": 1}



Entry 2:
{"formula": "C26H24F4N2O4RuTe", "method": "ωB97M-V/def2-TZVPD", "species": ["Ru", "C", "N", "C", "C", "C", "N", "C", "C", "F", "C", "F", "C", "C", "F", "C", "F", "H", "H", "H", "H", "H", "H", "H", "H", "H", "H", "H", "O", "C", "O", "C", "C", "C", "C", "O", "C", "O", "C", "C", "H", "H", "H", "H", "H", "C", "Te", "C", "C", "C", "C", "C", "C", "C", "H", "H", "H", "H", "H", "H", "H", "H"], "coordinates": [[-0.4569, -0.2042, 0.0491], [-0.3032, -1.5168, -2.6156], [-0.1241, -0.1696, -2.0116], [-0.9504, 0.7725, -2.7919], [1.3153, 0.2279, -2.1267], [2.1610, -0.4472, -1.0644], [1.4518, -0.2553, 0.1987], [1.9687, -0.6563, 1.4169], [1.1044, -0.7088, 2.5158], [-0.2140, -0.3617, 2.3117], [1.4938, -1.0633, 3.7841], [0.5898, -1.0786, 4.7601], [2.8110, -1.3970, 4.0333], [3.6928, -1.3475, 2.9736], [4.9725, -1.6489, 3.1681], [3.2984, -0.9834, 1.6965], [4.2208, -0.9448, 0.7297], [-0.0360, -1.4736, -3.6737], [-1.3459, -1.8132, -2.5230], [0.3184, -2.2459, -2.1068], [-0.6704, 0.7264, -3.8473], [-0.7972, 1.7861, -2.4293], [-1.9989, 0.5001, -2.6833], [1.3592, 1.3070, -1.9692], [1.6711, 0.0073, -3.1366], [3.1478, 0.0148, -1.0532], [2.2956, -1.5154, -1.2649], [3.1416, -1.6790, 5.0220], [-0.7271, -2.2459, 0.1051], [-2.0144, -2.1297, 0.0294], [-2.4653, -0.9457, -0.0823], [-2.8828, -3.3039, 0.0573], [-2.3182, -4.5699, 0.1674], [-3.1146, -5.7124, 0.2040], [-4.4733, -5.5177, 0.1244], [-5.4485, -6.4532, 0.1474], [-6.6910, -5.7565, -0.0111], [-6.3968, -4.3596, -0.0302], [-5.0399, -4.2499, 0.0147], [-4.2767, -3.1191, -0.0211], [-1.2429, -4.6596, 0.2285], [-2.6929, -6.7029, 0.2931], [-7.3392, -5.9819, 0.8346], [-7.1458, -6.0485, -0.9589], [-4.7081, -2.1320, -0.1007], [-2.2026, 2.1335, 2.0477], [-0.6462, 2.4012, 0.5948], [-2.2201, 3.3026, -0.5522], [-3.1966, 3.8061, 0.4810], [-4.1088, 4.8100, 0.1803], [-5.0199, 5.2313, 1.1360], [-5.0199, 4.6533, 2.3975], [-4.1073, 3.6559, 2.7041], [-3.1938, 3.2277, 1.7488], [-1.7835, 2.2041, 3.0485], [-2.6219, 1.1375, 1.8977], [-2.6630, 2.5356, -1.1875], [-1.8138, 4.0993, -1.1712], [-4.1033, 5.2670, -0.8018], [-5.7238, 6.0174, 0.8988], [-5.7235, 4.9875, 3.1478], [-4.0999, 3.2122, 3.6920]], "atomic_forces_ev_per_a": [[0.4, 0.2, 0.1], [0.0, 0.0, 0.0], [0.2, -0.1, 0.0], [0.0, 0.0, 0.1], [-0.1, 0.1, 0.0], [0.0, 0.1, 0.0], [-0.2, -0.2, 0.0], [0.1, 0.1, 0.0], [0.0, 0.1, 0.0], [-0.1, -0.1, -0.1], [0.1, 0.0, 0.0], [0.0, 0.0, 0.0], [0.0, 0.0, 0.0], [0.0, 0.0, 0.0], [0.1, 0.0, 0.0], [-0.1, -0.1, 0.0], [0.1, 0.0, 0.0], [0.0, 0.0, 0.0], [0.0, 0.0, 0.0], [0.0, 0.0, 0.0], [0.0, 0.0, 0.0], [0.0, 0.0, 0.0], [0.0, 0.0, 0.0], [0.0, 0.0, 0.0], [0.0, 0.0, 0.0], [0.0, 0.0, 0.0], [0.0, 0.0, 0.0], [0.0, 0.0, 0.0], [-0.6, 0.0, -0.1], [0.4, -0.1, 0.1], [0.0, 0.0, 0.0], [0.0, 0.0, 0.0], [0.0, 0.0, 0.0], [0.0, 0.0, 0.0], [0.0, 0.1, 0.0], [0.0, 0.0, 0.0], [0.0, 0.0, 0.0], [0.0, 0.0, 0.0], [0.0, -0.1, 0.0], [0.0, 0.0, 0.0], [0.0, 0.0, 0.0], [0.0, 0.0, 0.0], [0.0, 0.0, 0.0], [0.0, 0.0, 0.0], [0.0, 0.0, 0.0], [0.1, 0.0, 0.0], [-0.2, 0.0, -0.1], [0.0, -0.1, 0.0], [0.0, 0.0, 0.0], [0.0, 0.0, 0.0], [0.0, 0.0, 0.0], [0.0, 0.0, 0.0], [0.0, 0.0, 0.0], [0.0, 0.0, 0.0], [0.0, 0.0, 0.0], [0.0, 0.0, 0.0], [0.0, 0.0, 0.0], [0.0, 0.0, 0.0], [0.0, 0.0, 0.0], [0.0, 0.0, 0.0], [0.0, 0.0, 0.0], [0.0, 0.0, 0.0]], "e_tot_ha": -2177.7808, "homo_energy_ev": [-10.6067, -10.6011], "relative_energy_ev": 0.000, "charge": 1, "s_squared": 0.761, "lumo_ev": [-2.695, -4.157], "spin_multiplicity": 2}



Entry 3:
{"formula": "C31H40F4N6OSSiTi", "method": "ωB97M-V/def2-TZVPD", "species": ["Ti", "C", "C", "N", "C", "C", "C", "C", "N", "C", "C", "F", "C", "F", "C", "C", "F", "C", "F", "H", "H", "H", "H", "H", "H", "H", "H", "H", "H", "H", "H", "H", "H", "H", "C", "Si", "C", "C", "N", "C", "C", "C", "C", "C", "C", "O", "C", "C", "C", "C", "C", "C", "H", "H", "H", "H", "H", "H", "H", "H", "H", "H", "H", "H", "H", "H", "H", "H", "H", "H", "C", "C", "C", "N", "N", "C", "N", "S", "H", "H", "H", "H", "H", "H", "H"], "coordinates": [[-0.0194, -0.2833, -0.1148], [-0.1718, -1.3338, 3.8756], [-0.3819, -0.5795, 2.5649], [0.5348, 0.5284, 2.2358], [0.0806, 1.7115, 2.9913], [0.8332, 3.0045, 2.7435], [1.9734, 0.2530, 2.3816], [2.5646, -0.6676, 1.3041], [2.0942, -0.2628, -0.0034], [2.7877, -0.0138, -1.1123], [2.0577, 0.2198, -2.3093], [0.6719, 0.1632, -2.2356], [2.6150, 0.5050, -3.5252], [1.7999, 0.6760, -4.5816], [3.9894, 0.5977, -3.6825], [4.7391, 0.3859, -2.5399], [6.0790, 0.4699, -2.6126], [4.1846, 0.0943, -1.3098], [5.0197, -0.0632, -0.2553], [-0.9592, -2.0783, 3.9968], [0.7838, -1.8605, 3.8900], [-0.2058, -0.6759, 4.7457], [-0.3168, -1.3568, 1.7909], [-1.3932, -0.1723, 2.5141], [-0.9658, 1.8665, 2.7171], [0.0964, 1.4929, 4.0701], [0.8892, 3.2363, 1.6833], [0.2908, 3.8158, 3.2311], [1.8432, 3.0048, 3.1531], [2.4789, 1.2136, 2.2960], [2.2069, -0.1444, 3.3807], [3.6525, -0.6676, 1.4007], [2.2388, -1.7012, 1.5068], [4.4450, 0.8170, -4.6344], [-2.7850, -2.6586, -1.4219], [-3.4408, -1.0379, -0.7309], [-4.5898, -0.3989, -2.0787], [-4.4095, -1.5413, 0.8078], [-2.1517, 0.0588, -0.3758], [-2.4585, 1.3894, -0.1065], [-3.7565, 1.8694, 0.1788], [-4.0380, 3.1984, 0.4504], [-3.0329, 4.1534, 0.4677], [-1.7339, 3.7361, 0.2165], [-1.4780, 2.4058, -0.0462], [-0.1355, 2.0242, -0.2523], [0.6292, 2.7789, -1.1408], [0.1015, 3.1856, -2.3573], [0.9362, 3.8359, -3.2523], [2.2694, 4.0691, -2.9377], [2.7750, 3.6535, -1.7168], [1.9534, 3.0042, -0.8030], [-3.6609, -3.2127, -1.7729], [-2.2705, -3.2753, -0.6872], [-2.1304, -2.5202, -2.2850], [-5.4957, -1.0093, -2.1222], [-4.0815, -0.5043, -3.0410], [-4.8914, 0.6418, -1.9829], [-5.2468, -2.1983, 0.5607], [-4.8029, -0.7009, 1.3794], [-3.7376, -2.0976, 1.4678], [-4.5818, 1.1727, 0.1891], [-5.0629, 3.4834, 0.6522], [-3.2480, 5.1917, 0.6781], [-0.9089, 4.4371, 0.2233], [-0.9331, 2.9805, -2.5954], [0.5485, 4.1496, -4.2127], [2.9163, 4.5657, -3.6480], [3.8162, 3.8165, -1.4714], [2.3319, 2.6261, 0.1351], [1.2659, -5.1088, 2.6356], [0.3331, -5.4875, 1.4907], [0.3591, -4.4612, 0.3955], [0.0209, -3.2345, 0.5888], [0.1952, -2.4386, -0.5403], [0.6148, -3.1352, -1.5548], [0.8368, -2.5973, -2.7910], [0.8496, -4.8004, -1.2216], [1.2009, -5.8383, 3.4423], [1.0021, -4.1304, 3.0353], [2.3027, -5.0660, 2.3000], [-0.6972, -5.5740, 1.8414], [0.6043, -6.4614, 1.0787], [0.1619, -1.9258, -3.1224], [1.1988, -3.2083, -3.5025]], "atomic_forces_ev_per_a": [[-0.5, 1.0, 0.1], [0.1, 0.2, 0.1], [0.2, -0.3, -0.1], [-0.1, -0.3, -0.2], [0.0, 0.0, 0.0], [0.0, 0.1, 0.0], [0.0, 0.1, 0.1], [0.1, 0.0, -0.2], [-0.2, -0.1, -0.1], [0.1, -0.1, 0.2], [0.2, 0.0, -0.1], [0.2, -0.1, 0.1], [0.1, 0.0, 0.1], [0.0, 0.0, 0.0], [-0.1, 0.0, 0.0], [0.0, 0.0, 0.1], [0.0, 0.0, 0.0], [0.0, 0.0, -0.1], [0.0, 0.0, 0.0], [0.0, 0.0, 0.0], [0.0, 0.0, 0.0], [0.0, 0.0, 0.0], [0.0, 0.0, 0.0], [0.0, 0.0, 0.0], [0.0, 0.0, 0.0], [0.0, 0.0, 0.0], [0.0, 0.0, 0.0], [0.0, 0.0, 0.0], [0.0, 0.0, 0.0], [0.0, 0.0, 0.0], [0.0, 0.0, 0.0], [0.0, 0.1, 0.1], [0.0, 0.0, -0.1], [0.0, 0.0, 0.0], [-0.1, 0.0, -0.1], [0.2, 0.1, 0.1], [0.0, -0.1, -0.1], [0.0, 0.0, 0.0], [0.0, 0.6, 0.0], [-0.1, -0.1, 0.1], [-0.1, 0.1, 0.1], [0.0, -0.1, 0.0], [0.0, 0.0, 0.0], [-0.2, -0.1, 0.1], [0.3, 0.0, -0.3], [-0.3, -0.2, -0.1], [-0.1, -0.2, 0.1], [0.2, 0.1, 0.0], [0.0, 0.0, 0.0], [0.0, 0.0, 0.0], [0.0, 0.0, 0.1], [-0.1, 0.1, -0.2], [0.0, -0.1, 0.0], [0.0, 0.0, 0.1], [0.0, 0.0, 0.0], [0.0, 0.0, 0.0], [0.0, 0.0, 0.0], [0.0, 0.0, 0.1], [0.0, 0.0, 0.0], [0.0, 0.0, 0.0], [0.0, 0.0, 0.0], [0.0, 0.0, 0.0], [0.0, 0.0, 0.0], [0.0, 0.0, 0.0], [0.0, 0.0, 0.0], [0.0, 0.0, 0.0], [0.0, 0.0, 0.0], [0.0, 0.0, 0.0], [0.0, 0.0, 0.0], [0.0, 0.0, 0.0], [0.1, 0.0, 0.1], [0.0, -0.1, -0.2], [-0.3, 0.1, 0.5], [0.3, 0.0, -0.5], [-0.1, -0.8, 0.7], [0.0, 0.5, -0.6], [0.0, -0.2, 0.0], [0.2, -0.3, 0.0], [0.0, 0.0, 0.0], [0.0, 0.0, 0.0], [0.0, 0.0, 0.0], [0.0, 0.0, 0.0], [0.0, 0.0, 0.0], [0.1, 0.2, 0.1], [-0.1, 0.0, 0.0]], "e_tot_ha": -3545.7189, "homo_energy_ev": [-5.5619, -7.0162], "relative_energy_ev": 0.797, "s_squared": 2.004, "lumo_ev": [0.137, 0.132], "spin_multiplicity": 3}